# C6H29N2O7

8 unconnected molecules or ions with the total composition C6H29N2O7 (ωB97M-V with the def2-TZVPD basis set, the OMol25 dataset).

Results
- Energy above the lowest of the compared OMol25 structures with the same formula, charge and spin: 66.47 kJ/mol
- Electronic energy: -881.99444 Ha
- Kohn-Sham gap: 8.651 eV
- Charge: +1

```
44
Properties=species:S:1:pos:R:3:lowdin_charge:R:1
C -1.26 -3.25 0.06 -0.0586
C -0.48 -2.05 -0.49 -0.3287
C 0.48 -1.47 0.55 -0.0975
C 0.33 -0.01 0.83 -0.3702
C 0.77 0.92 -0.07 0.0281
C -0.93 -0.47 2.92 -0.0646
N -0.12 0.43 2.08 -0.0081
N -1.51 -1.00 -0.96 0.1519
H -0.56 -4.03 0.44 0.1085
H -1.89 -2.97 0.89 0.0759
H -1.92 -3.78 -0.67 0.0903
H 0.15 -2.36 -1.43 0.1644
H 0.40 -2.04 1.52 0.1196
H 1.58 -1.59 0.16 0.1449
H 0.63 1.96 0.10 0.0581
H 1.33 0.71 -0.95 0.0424
H -0.35 -1.32 3.21 0.0712
H -1.82 -0.75 2.50 0.0316
H -1.15 0.03 3.88 0.1066
H -0.48 1.33 2.10 0.0597
H -2.32 -1.46 -1.50 0.1917
H -1.02 -0.28 -1.59 0.1079
H -1.99 -0.46 -0.11 0.1273
H -0.64 2.14 -1.99 0.0061
H -0.41 3.68 -1.92 0.0693
O -0.93 2.97 -1.54 -0.0528
H -3.97 0.66 0.65 0.0662
H -2.58 1.32 0.95 0.0291
O -3.06 0.46 0.79 -0.0618
H 4.39 -0.16 -0.83 0.0830
H 3.33 -0.21 0.29 -0.0066
O 3.53 -0.54 -0.60 -0.0646
H -0.48 0.80 -3.78 0.0894
H 0.56 0.22 -2.83 0.0143
O -0.28 0.71 -2.85 -0.0617
H -1.31 2.84 0.10 0.0228
H -2.05 3.57 1.32 0.0934
O -1.64 2.73 1.03 -0.0797
H 2.21 0.63 2.06 0.0321
H 3.52 -0.06 2.67 0.0805
O 3.12 0.35 1.89 -0.0295
H 2.28 -1.36 -3.29 0.0867
H 2.40 -0.76 -1.84 -0.0030
O 1.77 -0.97 -2.56 -0.0653
```